(1)
The following is a quantum chemistry calculation of a cluster of 3 separate species, C30H50FN3S in total in a non-equilibrium geometry, from OMol25.

```
85
C30H50FN3S | OMol25 | ωB97M-V with the def2-TZVPD basis set
C -1.216 -3.910 -1.048
C -0.298 -3.175 -2.035
C -0.166 -4.001 -3.316
C -0.879 -1.774 -2.327
C 0.036 -0.620 -1.983
C 1.400 -0.702 -2.259
C 2.235 0.362 -1.968
C 1.752 1.536 -1.397
C 2.718 2.670 -1.123
C 3.982 2.236 -0.422
F 3.038 3.298 -2.312
C 0.386 1.644 -1.109
C -0.450 0.564 -1.413
S -2.182 0.674 -1.016
C -2.444 2.420 -1.098
C -3.723 2.889 -1.397
C -3.974 4.256 -1.395
C -2.930 5.132 -1.129
C -1.649 4.657 -0.868
C -1.396 3.286 -0.832
N -0.084 2.848 -0.511
H -0.977 -4.970 -1.005
H -2.252 -3.842 -1.369
H -1.112 -3.523 -0.037
H 0.677 -3.103 -1.564
H -1.058 -3.914 -3.928
H -0.037 -5.051 -3.068
H 0.696 -3.706 -3.912
H -1.054 -1.699 -3.400
H -1.838 -1.667 -1.840
H 1.799 -1.593 -2.712
H 3.278 0.262 -2.218
H 2.218 3.385 -0.478
H 4.587 3.115 -0.215
H 3.717 1.765 0.519
H 4.562 1.540 -1.016
H -4.508 2.182 -1.618
H -4.967 4.612 -1.612
H -3.119 6.195 -1.142
H -0.864 5.373 -0.686
H 0.098 2.883 0.483
C -4.522 0.636 1.802
C -5.835 -0.116 1.955
N -6.926 0.741 2.377
C -8.104 0.014 2.816
C -8.845 -0.850 1.789
C -7.164 1.902 1.537
C -7.430 1.668 0.044
H -4.283 1.193 2.710
H -3.710 -0.063 1.609
H -4.550 1.339 0.968
H -5.704 -0.890 2.716
H -6.052 -0.643 1.012
H -8.806 0.730 3.251
H -7.796 -0.631 3.646
H -9.398 -0.246 1.070
H -9.571 -1.485 2.301
H -8.168 -1.505 1.241
H -6.298 2.564 1.625
H -7.994 2.467 1.967
H -6.703 0.986 -0.399
H -7.356 2.616 -0.492
H -8.427 1.270 -0.141
C 9.211 -2.666 2.255
C 7.730 -2.322 2.224
N 7.467 -0.991 1.713
C 6.117 -0.525 1.967
C 4.956 -1.280 1.308
C 8.001 -0.709 0.392
C 7.582 -1.624 -0.765
H 9.776 -1.899 2.786
H 9.360 -3.616 2.771
H 9.630 -2.771 1.253
H 7.349 -2.362 3.248
H 7.194 -3.105 1.664
H 6.060 0.530 1.683
H 5.963 -0.542 3.051
H 4.901 -1.086 0.237
H 4.010 -0.947 1.742
H 5.023 -2.357 1.463
H 9.092 -0.725 0.458
H 7.751 0.325 0.141
H 7.677 -2.680 -0.507
H 8.227 -1.442 -1.627
H 6.557 -1.442 -1.087
```

Computed properties:
**Energy above the lowest of the compared OMol25 structures with the same formula, charge and spin**: 0.0 kcal/mol
**E**: -1835.416984 a.u.
**Charge**: 0
**Orbital gap**: 8.48 eV

***

(2)
The following is a quantum chemistry calculation of a cluster of 5 separate species, H10O5 in total in a non-equilibrium geometry, from OMol25.

```
15
H10O5 | OMol25 | ωB97M-V with the def2-TZVPD basis set
O -0.552 -0.865 -0.472
H 0.300 -0.563 -0.021
H -1.010 -1.369 0.158
O -0.976 -0.797 2.348
H -0.416 -0.644 3.086
H -0.607 -0.069 1.782
O 1.610 0.289 0.491
H 1.725 1.134 0.042
H 2.051 0.385 1.335
O -1.479 1.427 0.399
H -2.229 0.771 0.424
H -0.914 1.022 -0.261
O 1.055 0.004 -2.918
H 0.411 -0.618 -2.567
H 1.028 -0.100 -3.826
```

Computed properties:
**Energy above the lowest of the compared OMol25 structures with the same formula, charge and spin**: 26.9 kcal/mol
**E**: -382.181257 a.u.
**Charge**: 0
**Orbital gap**: 11.06 eV

***

(3)
The following is a quantum chemistry calculation of a structure of composition C12H23CsN2O2S4 in a non-equilibrium geometry, from OMol25.

```
44
C12H23CsN2O2S4 | OMol25 | ωB97M-V with the def2-TZVPD basis set
Cs 1.217 1.500 0.326
C -3.595 0.979 -0.116
C -3.377 -0.349 -0.838
S -1.722 -1.013 -0.548
C -1.555 -2.071 -2.003
C -0.093 -2.423 -2.275
S 1.028 -1.035 -2.568
C 0.404 -0.392 -4.140
C 0.654 1.107 -4.305
S -0.086 2.196 -3.068
C -1.816 1.686 -3.179
C -2.702 2.548 -2.280
S -2.465 2.339 -0.497
H -3.498 0.842 0.963
H -4.621 1.304 -0.302
H -3.528 -0.215 -1.912
H -4.143 -1.047 -0.495
H -1.989 -1.560 -2.867
H -2.109 -3.002 -1.874
H -0.050 -3.116 -3.117
H 0.331 -2.946 -1.417
H -0.664 -0.595 -4.218
H 0.888 -0.908 -4.972
H 0.313 1.401 -5.300
H 1.724 1.317 -4.262
H -1.895 0.642 -2.884
H -2.155 1.789 -4.213
H -3.751 2.355 -2.515
H -2.525 3.604 -2.490
C 2.747 -1.619 5.359
C 2.090 -0.537 4.531
N 0.830 -0.313 4.521
O 0.029 -1.134 5.309
C 2.938 0.313 3.686
C 4.252 0.826 4.196
N 2.508 0.626 2.513
O 3.264 1.430 1.794
H 2.238 -2.577 5.223
H 2.751 -1.385 6.426
H 3.778 -1.764 5.047
H 0.582 -1.739 5.823
H 4.474 0.463 5.200
H 4.233 1.918 4.216
H 5.068 0.555 3.522
```

Computed properties:
**E**: -2343.806627 a.u.
**Charge**: 0
**Orbital gap**: 6.55 eV

***

(4)
The following is a quantum chemistry calculation of the molecule C5H14N2O in a non-equilibrium geometry, from OMol25.

```
22
C5H14N2O | OMol25 | ωB97M-V with the def2-TZVPD basis set
C -1.092 -0.103 0.143
C 1.387 0.624 0.240
C 0.278 -0.408 -0.405
C 2.678 0.558 -0.567
C -2.017 -1.243 -0.704
N -1.497 1.239 -0.187
N -1.172 -0.373 1.537
O 1.630 0.324 1.606
H 1.981 -0.573 1.659
H 0.984 1.641 0.244
H -2.433 1.444 0.142
H -1.461 1.401 -1.186
H -2.050 -0.065 1.938
H -0.395 0.043 2.041
H 0.597 -1.404 -0.105
H 0.316 -0.280 -1.484
H 3.459 1.149 -0.088
H 2.519 0.942 -1.572
H 3.028 -0.473 -0.642
H -1.659 -2.258 -0.555
H -2.058 -0.990 -1.762
H -3.024 -1.194 -0.292
```

Computed properties:
**Energy above the lowest of the compared OMol25 structures with the same formula, charge and spin**: 34.2 kcal/mol
**E**: -383.646200 a.u.
**Charge**: 0
**Orbital gap**: 9.81 eV

***

(5)
The following is a quantum chemistry calculation of the molecule C2H5N3O2 in a non-equilibrium geometry, from OMol25.

```
12
C2H5N3O2 | OMol25 | ωB97M-V with the def2-TZVPD basis set
C 0.878 0.515 -0.097
C -0.195 -0.651 -0.180
H 3.032 0.258 0.659
H 1.850 -1.095 0.764
H 1.347 2.336 -0.392
H -2.094 -1.350 -0.266
H -1.231 1.346 0.197
N 2.085 -0.175 0.274
N 0.583 1.728 -0.336
N -1.544 -0.480 -0.065
O 0.201 -1.830 -0.164
O -2.060 0.806 0.362
```

Computed properties:
**Energy above the lowest of the compared OMol25 structures with the same formula, charge and spin**: 92.1 kcal/mol
**E**: -393.872426 a.u.
**Charge**: 0
**Orbital gap**: 9.79 eV

***

(6)
The following is a quantum chemistry calculation of a structure of composition C30H38CaF5N2O5S3Si in a non-equilibrium geometry, from OMol25.

```
85
C30H38CaF5N2O5S3Si | OMol25 | ωB97M-V with the def2-TZVPD basis set
Ca -1.866 -0.563 -0.421
C 3.337 0.739 -0.356
C 2.265 0.965 -1.425
C 2.914 1.057 -2.808
C 1.514 2.254 -1.133
O 1.297 -0.091 -1.371
Si 1.445 -1.703 -1.694
S -0.464 -2.519 -1.635
O 2.210 -1.806 -3.138
C 2.722 -2.910 -3.880
C 1.925 -4.193 -3.646
C 4.182 -3.122 -3.471
C 2.635 -2.509 -5.351
O 2.545 -2.398 -0.668
C 2.436 -2.951 0.643
C 1.500 -2.129 1.527
C 3.851 -2.915 1.223
C 1.949 -4.395 0.541
H 4.113 1.503 -0.435
H 3.790 -0.246 -0.480
H 2.890 0.798 0.640
H 3.525 1.959 -2.873
H 2.133 1.096 -3.568
H 3.534 0.184 -3.002
H 2.198 3.104 -1.115
H 1.018 2.178 -0.168
H 0.747 2.419 -1.890
H 2.096 -4.565 -2.634
H 2.227 -4.956 -4.365
H 0.859 -3.996 -3.748
H 4.227 -3.249 -2.389
H 4.780 -2.251 -3.744
H 4.595 -4.007 -3.959
H 1.589 -2.387 -5.637
H 3.093 -3.272 -5.983
H 3.149 -1.559 -5.507
H 1.729 -1.069 1.391
H 1.625 -2.390 2.580
H 0.463 -2.299 1.244
H 4.163 -1.882 1.391
H 4.543 -3.373 0.514
H 3.892 -3.460 2.167
H 0.988 -4.416 0.026
H 1.831 -4.828 1.537
H 2.668 -4.993 -0.024
C 1.253 2.128 6.724
C 0.382 1.747 5.556
C -0.991 1.585 5.715
C -1.796 1.231 4.644
C -1.221 1.034 3.400
C 0.144 1.188 3.220
C 0.941 1.539 4.297
S -2.235 0.610 1.989
O -1.969 -0.808 1.751
O -3.592 0.955 2.315
N -1.662 1.353 0.722
C -1.986 2.685 0.485
C -2.167 3.641 1.503
C -2.451 4.944 1.156
C -2.554 5.288 -0.186
C -2.361 4.283 -1.117
N -2.082 3.024 -0.802
H 0.705 2.748 7.434
H 2.137 2.670 6.393
H 1.588 1.233 7.252
H -1.438 1.743 6.690
H -2.868 1.124 4.750
H 0.558 1.054 2.228
H 2.009 1.659 4.156
H -2.079 3.343 2.537
H -2.585 5.693 1.927
H -2.784 6.299 -0.491
H -2.443 4.489 -2.180
F -8.268 2.623 -1.501
C -7.382 1.624 -1.385
C -6.029 1.855 -1.546
F -5.600 3.088 -1.849
C -5.133 0.817 -1.404
F -3.827 1.077 -1.603
C -5.506 -0.492 -1.082
S -4.381 -1.767 -0.885
C -6.893 -0.685 -0.958
F -7.364 -1.910 -0.700
C -7.807 0.337 -1.099
F -9.120 0.099 -0.961
```

Computed properties:
**Energy above the lowest of the compared OMol25 structures with the same formula, charge and spin**: 15.7 kcal/mol
**E**: -4313.077028 a.u.
**Charge**: -1
**Orbital gap**: 6.80 eV

***

(7)
The following is a quantum chemistry calculation of a cluster of 7 separate species, C36H39N7O12 in total in a non-equilibrium geometry, from OMol25.

```
94
C36H39N7O12 | OMol25 | ωB97M-V with the def2-TZVPD basis set
C 4.711 -1.658 2.502
C 4.246 -0.836 1.317
C 3.296 -1.494 0.246
C 2.659 -2.871 0.596
C 3.330 -3.684 1.790
C 4.271 -2.979 2.667
N 1.713 -3.573 -0.413
O 1.542 -2.947 -1.499
O 1.138 -4.549 -0.031
H 5.436 -1.280 3.255
H 4.612 0.201 1.136
H 2.813 -0.862 -0.504
H 3.051 -4.673 1.725
H 4.477 -3.631 3.554
C -0.432 -0.024 -1.464
C 0.600 0.633 -0.532
C 0.259 0.752 0.996
C -1.164 0.361 1.534
C -2.040 -0.395 0.575
C -1.644 -0.405 -0.956
N -1.476 0.441 2.890
O -2.466 -0.288 3.131
O -0.509 0.578 3.706
H -0.326 -0.239 -2.399
H 1.654 0.796 -0.751
H 1.007 1.283 1.713
H -2.889 -0.872 0.776
H -2.319 -0.823 -1.652
C -0.913 -3.853 4.084
C -1.358 -5.319 4.112
C -0.607 -6.242 5.156
C 0.459 -5.531 6.104
C 0.689 -4.000 6.081
C -0.032 -3.179 4.963
N 1.302 -6.391 6.865
O 2.474 -5.904 7.276
O 1.193 -7.572 7.089
H -1.333 -3.050 3.246
H -2.121 -5.444 3.317
H -0.700 -7.244 5.230
H 1.364 -3.476 6.516
H 0.091 -1.971 4.847
C -0.669 4.358 -1.804
C -0.271 5.402 -2.786
C -0.554 5.335 -4.208
C -1.496 4.154 -4.646
C -1.804 3.007 -3.686
C -1.370 3.105 -2.222
N -2.123 4.206 -6.031
O -2.310 3.083 -6.636
O -2.338 5.243 -6.616
H -0.314 4.423 -0.989
H 0.111 6.252 -2.346
H -0.618 6.081 -5.011
H -2.586 2.297 -3.840
H -1.834 2.182 -1.731
C 7.469 5.669 0.312
C 7.513 4.204 0.668
C 6.169 3.463 0.966
C 4.913 4.257 0.757
C 4.800 5.778 0.310
C 6.284 6.373 0.106
N 3.627 3.495 0.731
O 3.690 2.248 0.439
O 2.570 4.062 0.607
H 8.543 6.280 0.167
H 8.310 3.710 0.891
H 6.207 2.407 1.187
H 3.836 6.420 0.444
H 6.353 7.455 -0.035
C -4.785 0.962 1.228
O -4.492 1.731 0.299
N -5.506 -0.152 1.013
C -5.761 -1.013 2.159
C -5.955 -0.509 -0.376
H -4.523 1.095 2.329
H -5.246 -0.649 3.009
H -5.662 -2.060 2.001
H -6.785 -0.938 2.441
H -5.358 0.012 -1.114
H -7.029 -0.696 -0.605
H -5.744 -1.548 -0.746
C -3.048 -0.185 -5.151
O -3.307 0.011 -3.909
N -2.635 -1.448 -5.455
C -2.478 -1.795 -6.866
C -2.391 -2.391 -4.411
H -3.218 0.625 -5.966
H -3.292 -1.980 -7.320
H -1.604 -2.628 -7.023
H -2.066 -0.968 -7.150
H -1.758 -2.069 -3.727
H -2.327 -3.435 -4.683
H -3.195 -2.710 -3.770
```

Computed properties:
**Energy above the lowest of the compared OMol25 structures with the same formula, charge and spin**: 521.4 kcal/mol
**E**: -2680.047015 a.u.
**Charge**: 0
**Orbital gap**: 7.37 eV

***

(8)
The following is a quantum chemistry calculation of the molecule C18H24ClNO3 in a non-equilibrium geometry, from OMol25.

```
47
C18H24ClNO3 | OMol25 | ωB97M-V with the def2-TZVPD basis set
O -0.318 2.371 -2.696
Cl 3.838 -3.170 0.523
O 0.244 4.244 -1.674
O -0.939 1.579 1.766
C -0.338 3.030 -1.661
C 1.407 -4.194 -0.287
C 0.051 -4.201 -0.683
C 2.003 -3.011 0.214
C 1.259 -1.780 0.196
C -0.617 -3.043 -0.833
C -0.100 -1.867 -0.259
N 1.470 -0.449 0.480
C -2.100 -2.829 -2.962
C 2.951 3.261 2.455
C -2.124 0.652 1.603
C -1.032 2.523 -0.461
C -2.011 -3.224 -1.493
C 1.817 2.299 2.115
C -1.851 -0.721 0.999
C 1.111 2.708 0.813
C -0.857 -0.643 -0.170
C 0.324 0.394 -0.051
C -0.132 1.740 0.557
H 0.662 4.421 -2.517
H 2.093 -5.093 -0.294
H -0.331 -5.162 -1.036
H 2.362 -0.075 0.792
H -1.460 -3.435 -3.649
H -3.109 -2.812 -3.302
H -1.618 -1.851 -3.015
H 3.852 3.206 1.785
H 2.706 4.303 2.728
H 3.510 2.877 3.289
H -2.778 1.244 1.006
H -2.651 0.508 2.563
H -1.780 1.820 -0.853
H -1.442 3.364 0.105
H -2.746 -2.582 -0.842
H -2.338 -4.173 -1.410
H 1.126 2.399 2.942
H 2.212 1.276 2.157
H -2.803 -1.139 0.691
H -1.437 -1.268 1.840
H 0.866 3.725 0.742
H 1.757 2.552 -0.011
H -1.373 -0.348 -1.070
H 0.662 0.574 -1.132
```

Computed properties:
**Energy above the lowest of the compared OMol25 structures with the same formula, charge and spin**: 55.3 kcal/mol
**E**: -1440.903266 a.u.
**Charge**: 0
**Orbital gap**: 8.27 eV

***

(9)
The following is a quantum chemistry calculation of a cluster of 2 separate species, C4H12N2O in total in a non-equilibrium geometry, from OMol25.

```
19
C4H12N2O | OMol25 | ωB97M-V with the def2-TZVPD basis set
C 0.407 0.522 0.105
C 0.426 1.861 0.504
C -0.625 -1.821 -0.114
C -0.469 -0.378 -0.646
N 3.219 0.206 0.968
N -1.890 0.191 -0.637
O 2.478 -0.237 0.112
H 0.544 2.421 -0.543
H -0.417 2.269 0.947
H 1.419 1.933 1.109
H -1.432 -2.367 -0.702
H -1.027 -1.949 0.878
H 0.341 -2.270 -0.069
H -0.056 -0.395 -1.664
H 3.963 0.837 0.724
H 3.161 -0.224 1.865
H -2.579 -0.398 -1.173
H -1.938 1.118 -0.891
H -2.055 0.140 0.423
```

Computed properties:
**Energy above the lowest of the compared OMol25 structures with the same formula, charge and spin**: 167.7 kcal/mol
**E**: -343.454909 a.u.
**Charge**: +2
**Orbital gap (spin up / spin down)**: 7.50 / 7.76 eV